{"formula": "C19H23N7ReS2", "method": "ωB97M-V/def2-TZVPD", "homo_ev": [-20.155, -20.505], "total_energy_ha": -1994.28780, "s2": 3.780, "orbital_gap_ha": [0.2339, 0.2262], "total_charge": 4, "de_lowest_kj_mol": 12.9, "multiplicity": 4, "elements": ["H", "C", "C", "C", "N", "C", "H", "H", "Re", "N", "H", "C", "H", "C", "H", "C", "H", "C", "C", "C", "H", "H", "N", "C", "H", "H", "N", "C", "H", "H", "C", "H", "N", "C", "H", "S", "H", "H", "H", "H", "C", "C", "H", "C", "N", "H", "C", "H", "C", "N", "H", "S"], "xyz": [[0.98292, 5.22280, -0.91290], [-0.34484, 0.66956, -3.21308], [0.73142, 2.72715, -2.24368], [4.80377, -1.00164, 0.20939], [2.70383, -0.77750, -0.48885], [2.47680, -2.90026, -1.87266], [3.62686, 0.75870, 0.76445], [-0.87550, 0.75438, -5.29421], [0.79766, 0.02696, -0.31415], [4.43925, -2.06444, -0.58262], [5.04821, -2.83652, -0.82964], [-1.21412, -0.36049, 6.69483], [-1.95824, -0.60993, 7.44558], [3.18033, -1.93453, -0.99699], [2.50821, 4.85448, -1.74844], [3.72132, -0.19432, 0.26968], [-1.02970, 2.71256, -4.97959], [-1.71999, -0.65417, 5.33685], [-1.34410, -0.67993, 3.01411], [-2.97841, -1.16298, 5.07052], [-0.95662, 0.69724, 6.80351], [-5.31607, -2.12575, 4.29095], [-0.22541, -0.12952, -2.12173], [-3.38137, -1.40490, 3.75246], [-5.23980, -1.21704, 2.76871], [2.17827, -3.79047, -1.31271], [0.01719, 2.03508, -3.17866], [-1.41530, -1.88390, -3.27661], [-4.61850, -2.84597, 2.82260], [1.36538, 6.00224, -2.45435], [-0.78694, -1.37196, -2.17444], [3.13849, -3.24074, -2.66999], [-0.91228, -0.41298, 4.26753], [1.45136, 5.08044, -1.88701], [-0.30444, -0.92914, 6.90894], [-0.25387, -0.36142, 1.65698], [-1.86890, -1.48290, -5.34742], [5.78085, -0.89263, 0.65070], [-3.65190, -1.37081, 5.89044], [-0.03068, 5.11051, -4.28830], [-1.42890, -1.10686, -4.43171], [-0.40484, 2.95483, -4.14059], [0.01006, -0.02369, 4.43345], [-4.71199, -1.92908, 3.40999], [-2.50753, -1.14756, 2.74547], [1.59602, -2.45120, -2.32523], [0.08400, 4.16025, -3.79136], [-1.85887, -2.86983, -3.24787], [-0.88243, 0.16471, -4.39059], [0.78217, 4.00478, -2.61938], [-0.70893, -1.97597, -1.27216], [1.50609, 2.20440, -0.80021]]}